(1)
Molecular formula: H24O12
Method: DFT, ωB97M-V/def2-TZVPD

Computed properties:
* largest force on an atom: 2.87 eV/A
* energy: -917.2572 hartree
* gap between HOMO and LUMO: 9.32 eV
* charge: 0
* E_LUMO: -0.0129 Eh

```
36
Properties=species:S:1:pos:R:3:mulliken_charge:R:1
O 3.440 -1.338 -0.787 -0.71
O 0.678 -1.939 -1.764 -0.56
O -2.242 -0.797 2.415 -0.51
O 1.012 -0.989 2.575 -0.73
O 3.140 0.297 1.304 -0.75
O 0.694 0.424 -3.784 -0.67
O -2.069 2.040 1.474 -0.68
O -4.549 0.359 0.683 -0.60
O -0.321 0.315 0.370 -0.38
O -2.513 -1.094 -0.519 -0.63
O 1.476 2.547 1.067 -0.62
O 1.956 0.700 -1.551 -0.64
H 4.332 -1.232 -1.178 0.33
H 0.226 0.034 -0.334 0.06
H -5.273 0.078 0.088 0.27
H 2.035 1.636 -1.713 0.22
H 1.711 0.306 -2.384 0.32
H 0.435 -0.448 1.978 0.31
H -1.821 -0.929 3.256 0.25
H 3.561 -0.315 0.741 0.43
H 0.826 2.557 0.359 0.25
H 0.448 -2.020 -0.814 0.27
H -3.127 -1.022 2.615 0.26
H -1.176 -0.199 0.278 0.45
H -2.522 -1.247 -1.444 0.25
H -0.080 0.599 -3.221 0.33
H 0.708 -2.843 -2.036 0.26
H 1.853 -0.596 2.241 0.44
H 2.946 -0.601 -1.095 0.51
H -2.533 1.363 1.945 0.30
H 1.127 3.043 1.814 0.29
H 0.545 0.975 -4.592 0.30
H 2.577 0.914 0.816 0.31
H -2.320 -1.930 -0.154 0.29
H -1.373 1.539 0.949 0.40
H -3.808 -0.184 0.404 0.39
```

***

(2)
Molecular formula: C4H6N2O
Method: DFT, ωB97M-V/def2-TZVPD

Computed properties:
* largest force on an atom: 1.80 eV/A
* energy: -340.7257 hartree
* gap between HOMO and LUMO: 10.46 eV
* charge: 0
* E_LUMO: 0.0381 Eh

```
13
Properties=species:S:1:pos:R:3:mulliken_charge:R:1
O 1.623 1.820 0.614 -0.48
N 1.360 -0.402 0.235 -0.62
N -0.360 1.038 -0.408 -0.44
C -0.811 -0.340 -0.695 -0.02
C -1.415 0.413 0.419 -0.34
C 0.908 0.791 0.166 0.64
C 0.360 -1.275 -0.374 -0.47
H 2.413 1.263 0.907 0.41
H -1.158 0.125 1.437 0.21
H 0.084 -2.092 0.306 0.25
H -1.366 -0.476 -1.619 0.33
H 0.757 -1.731 -1.290 0.30
H -2.396 0.866 0.300 0.24
```

***

(3)
Molecular formula: C7H19FeN4O5
Method: DFT, ωB97M-V/def2-TZVPD

Computed properties:
* largest force on an atom: 4.65 eV/A
* energy: -2137.0864 hartree
* gap between HOMO and LUMO (alpha / beta): 5.59 / 5.47 eV
* spin multiplicity: 5
* charge: -1
* ⟨S²⟩: 6.008
* E_LUMO (alpha / beta): 0.0981 / 0.0981 Eh

```
36
Properties=species:S:1:pos:R:3:lowdin_spin:R:1
Fe -0.662 0.503 0.537 3.75
O 1.172 -0.413 1.300 0.02
O -0.917 1.323 2.507 0.06
O 0.755 0.708 -1.192 0.02
O -1.740 -1.307 0.130 0.06
O -1.637 2.296 -0.194 0.06
N 1.196 2.476 -2.512 0.00
N 1.291 -1.840 3.009 0.00
N 2.955 -0.512 2.714 0.00
N 2.342 0.609 -2.718 0.00
C -1.978 -1.540 -2.248 0.00
C -0.397 -3.110 -0.916 0.00
C -2.185 2.864 0.934 0.00
C -1.344 2.691 2.301 0.00
C -1.683 -2.210 -0.898 0.01
C 1.775 -0.901 2.261 0.01
C 1.440 1.247 -2.045 0.00
H 1.816 -1.903 3.869 0.00
H -2.971 -1.091 -2.268 0.00
H -0.456 3.320 2.232 0.00
H 1.801 2.758 -3.270 0.00
H -1.262 -0.726 -2.365 0.00
H -1.859 -2.375 -2.939 0.00
H -0.589 -3.849 -1.695 0.00
H -3.168 2.450 1.158 0.00
H 0.365 -2.221 2.874 0.00
H 2.412 -0.374 -2.494 0.00
H -2.525 -2.888 -0.758 0.00
H 0.556 3.143 -2.106 0.00
H -1.956 3.053 3.127 0.00
H 3.317 0.252 2.161 0.00
H 0.571 -2.718 -1.228 0.00
H -2.362 3.916 0.712 0.00
H 3.330 -0.946 3.545 0.00
H -0.219 -3.662 0.007 0.00
H 2.814 0.974 -3.533 0.00
```

***

(4)
Molecular formula: C5H13NO
Method: DFT, ωB97M-V/def2-TZVPD

Computed properties:
* largest force on an atom: 1.86 eV/A
* energy: -328.2455 hartree
* gap between HOMO and LUMO: 9.29 eV
* charge: 0
* E_LUMO: 0.0369 Eh

```
20
Properties=species:S:1:pos:R:3:mulliken_charge:R:1
O -0.785 -2.130 1.716 -0.54
N 0.070 0.367 -0.498 0.23
C 0.917 2.350 0.656 -1.08
C 1.275 1.159 -0.280 -0.70
C -0.668 0.806 -1.677 -1.21
C -1.104 -1.561 0.451 -0.40
C 0.186 -1.063 -0.281 -0.71
H -1.632 -2.348 -0.124 0.24
H 1.744 3.049 0.711 0.41
H -0.075 -2.740 1.640 0.30
H 2.194 0.675 0.049 0.42
H -1.851 -0.795 0.628 0.31
H -0.631 0.070 -2.477 0.38
H 0.464 -1.720 -1.124 0.40
H 0.481 1.986 1.579 0.30
H -1.733 0.967 -1.464 0.29
H 0.978 -1.250 0.437 0.38
H -0.295 1.765 -2.027 0.42
H 1.634 1.640 -1.207 0.35
H 0.182 2.955 0.113 0.24
```

***

(5)
Molecular formula: C4H6F4NP
Method: DFT, ωB97M-V/def2-TZVPD

Computed properties:
* largest force on an atom: 4.56 eV/A
* energy: -951.3650 hartree
* gap between HOMO and LUMO (alpha / beta): 6.43 / 6.53 eV
* spin multiplicity: 3
* charge: 0
* ⟨S²⟩: 2.016
* E_LUMO (alpha / beta): -0.0214 / -0.1128 Eh

```
16
Properties=species:S:1:pos:R:3:lowdin_spin:R:1
P -1.476 0.130 -1.360 0.34
F -2.690 -0.055 0.716 0.02
F -1.827 -1.989 0.299 0.03
F -3.674 -1.470 -0.619 0.01
F -3.152 1.216 -1.431 0.15
N 1.050 0.149 -0.009 0.37
C -2.514 -0.977 -0.230 0.06
C -0.041 -0.383 -0.566 0.87
C 2.323 -0.297 -0.531 0.05
C 1.100 1.058 1.158 0.04
H 2.114 -1.209 -1.023 0.01
H 2.734 0.504 -1.195 0.01
H 0.794 0.431 1.981 0.01
H 2.936 -0.355 0.393 0.01
H 0.275 1.804 0.950 0.01
H 2.047 1.444 1.466 0.00
```

***

(6)
Molecular formula: C51H73KN8OSTe
Method: DFT, ωB97M-V/def2-TZVPD

Computed properties:
* largest force on an atom: 0.43 eV/A
* energy: -3766.6402 hartree
* gap between HOMO and LUMO: 5.35 eV
* spin multiplicity: 2
* charge: -1
* ⟨S²⟩: 0.768
* E_LUMO: 0.0756 Eh

```
136
Properties=species:S:1:pos:R:3:lowdin_spin:R:1
Te -1.363 0.411 1.992 0.24
K 1.179 -1.122 -0.309 0.00
S 1.204 3.075 1.840 0.00
O -3.345 -0.692 -0.229 0.01
N 1.194 -2.341 2.487 0.00
N 0.944 -0.178 -2.820 0.00
N 1.637 4.726 -0.175 0.00
N -0.532 4.713 0.726 0.00
N 2.748 -0.084 1.604 0.00
N -1.298 -1.367 0.666 0.41
N 4.066 -1.977 -0.674 0.00
N 1.901 -3.848 -0.142 0.00
C -1.172 -2.876 -1.967 0.01
C -4.282 6.000 3.913 0.00
C -1.685 -1.330 4.435 0.00
C -1.224 -3.942 -2.860 0.00
C -1.098 2.228 4.839 0.01
C 2.404 -1.984 3.188 0.00
C 4.307 -3.251 -0.023 0.00
C -3.266 2.982 1.798 0.01
C -0.969 5.637 -0.147 0.00
C -2.256 -2.585 -1.142 0.02
C -3.842 -0.718 3.536 0.00
C 5.118 -0.989 -0.473 0.00
C -1.200 0.859 -3.597 0.00
C 1.150 -0.535 -5.287 0.00
C -0.126 1.474 -1.470 0.00
C -3.389 -3.392 -1.231 0.01
C -2.281 -2.074 5.443 0.00
C 3.261 -4.299 -0.388 0.00
C 0.999 -4.773 0.526 0.00
C 1.593 -1.357 -6.310 0.00
C 1.328 -0.859 -3.903 0.00
C -2.394 2.321 2.675 0.17
C 3.107 -4.247 -4.380 0.00
C -3.641 2.501 0.419 0.01
C 2.221 6.042 -2.077 0.00
C -3.592 4.736 3.467 0.00
C 1.221 -4.802 2.038 0.00
C -3.664 -2.141 5.505 0.00
C -4.423 -1.466 4.562 0.00
C 2.240 -2.561 -6.040 0.00
C -2.444 -0.661 3.475 0.00
C 1.994 -2.113 -3.692 0.00
C -3.431 -4.476 -2.095 0.00
C 0.949 2.214 -3.557 0.00
C -0.089 6.117 -1.066 0.00
C -2.386 6.079 -0.046 0.00
C 1.348 -0.940 -7.741 0.00
C -2.323 -1.413 -0.158 0.03
C 2.740 -0.505 3.003 0.00
C -2.679 4.091 4.293 0.01
C 2.432 -2.936 -4.707 0.00
C 5.110 -0.294 0.890 0.00
C 0.768 4.239 0.748 0.00
C -3.871 4.169 2.234 0.00
C 1.228 5.604 -1.045 0.00
C -2.347 -4.754 -2.919 0.00
C 0.602 -3.628 2.794 0.00
C 0.168 1.050 -2.916 0.00
C 3.928 0.640 1.148 0.00
C -4.735 0.004 2.567 0.00
C -2.086 2.889 3.918 0.02
H 2.291 5.264 -2.840 0.00
H 5.171 -1.037 1.693 0.00
H 4.219 1.426 1.860 0.00
H -0.396 6.853 -1.793 0.00
H 3.668 1.150 0.215 0.00
H -0.380 -4.111 -3.519 0.00
H 0.650 -3.845 3.877 0.00
H 1.782 0.041 -7.949 0.00
H -2.569 6.553 0.919 0.00
H -3.055 1.657 0.070 0.01
H 5.307 -3.654 -0.268 0.00
H -4.586 4.658 1.576 0.00
H 2.015 0.094 3.569 0.00
H -3.555 3.316 -0.307 0.00
H 6.036 0.286 0.956 0.00
H -4.245 -3.146 -0.614 0.00
H -5.505 -1.522 4.610 0.00
H -0.976 2.797 5.762 0.00
H -0.775 0.746 -0.977 0.00
H 1.943 0.517 1.454 0.00
H -4.902 1.033 2.901 0.00
H -1.695 -0.020 -3.179 0.00
H -5.209 5.773 4.446 0.00
H 1.783 -1.656 -8.440 0.00
H -1.171 4.296 1.401 0.00
H -5.705 -0.492 2.509 0.00
H 0.784 -5.722 2.438 0.00
H 1.369 1.948 -4.527 0.00
H 0.502 -1.613 2.594 0.00
H 3.720 -0.314 3.454 0.00
H 5.003 -0.230 -1.251 0.00
H -2.426 4.530 5.254 0.00
H 1.086 -5.795 0.123 0.00
H 4.064 -4.091 -3.873 0.00
H 3.205 6.145 -1.623 0.00
H 4.281 -3.095 1.058 0.00
H -0.123 2.150 4.347 0.00
H 2.132 -2.435 -2.663 0.00
H 2.578 -3.201 -6.848 0.00
H 1.488 -3.531 -1.010 0.00
H -0.456 -3.560 2.529 0.00
H -1.842 1.728 -3.412 0.00
H 0.639 0.376 -5.568 0.00
H -4.545 6.634 3.065 0.00
H 3.458 -5.190 0.217 0.00
H -0.642 2.441 -1.429 0.00
H -4.154 -2.717 6.281 0.00
H 0.808 1.581 -0.908 0.00
H -0.023 -4.438 0.320 0.00
H 0.278 -0.873 -7.952 0.00
H 6.116 -1.440 -0.614 0.00
H -0.278 -2.262 -2.002 0.00
H -2.605 6.785 -0.844 0.00
H 2.336 -2.180 4.277 0.00
H -4.318 -5.097 -2.137 0.00
H 1.925 6.974 -2.556 0.00
H -4.300 0.019 1.565 0.00
H -1.124 0.724 -4.675 0.00
H -2.385 -5.586 -3.611 0.00
H 2.296 -4.866 2.249 0.00
H -3.059 5.228 -0.115 0.00
H -0.604 -1.261 4.403 0.00
H 3.303 -4.824 -5.285 0.00
H 1.780 2.500 -2.904 0.00
H -1.419 1.215 5.096 0.00
H 2.485 -4.860 -3.722 0.00
H -1.667 -2.590 6.171 0.00
H 0.304 3.091 -3.690 0.00
H 3.401 -4.605 -1.433 0.00
H -3.653 6.580 4.589 0.00
H -4.683 2.168 0.407 0.00
H 3.939 -2.116 -1.671 0.00
H 3.234 -2.595 2.814 0.00
```

***

> energy of number 4 (C5H13NO)?

-328.2455 hartree

***

> Among the records above, which one has the lowest largest force on an atom?

C51H73KN8OSTe

***

> Look up the largest force on an atom of the sixth one.

0.43 eV/A

***

> What is the largest force on an atom in the fifth record?

4.56 eV/A